[1]
DFT (ωB97M-V with the def2-TZVPD basis set) results for a 9-piece molecular cluster, C46H95N9 overall at a distorted geometry.

```
150
C46H95N9, DFT ωB97M-V with the def2-TZVPD basis set
C -0.442 -0.880 0.951
C -1.478 -1.618 0.427
C -1.660 -1.181 -0.871
N -0.798 -0.134 -1.069
C 0.032 -0.034 -0.036
H -0.125 -0.960 1.980
H -2.134 -2.288 0.962
H -2.431 -1.335 -1.612
H -0.824 0.464 -1.883
H 0.880 0.632 -0.084
C -5.364 -7.201 4.292
C -4.989 -6.166 3.370
C -6.138 -5.889 2.635
N -7.122 -6.810 2.995
C -6.688 -7.623 4.021
H -4.682 -7.479 5.083
H -4.017 -5.697 3.404
H -6.365 -5.121 1.910
H -8.055 -6.808 2.608
H -7.366 -8.268 4.561
C 5.199 -3.773 -1.647
C 4.722 -5.051 -1.214
C 3.399 -4.821 -0.779
N 3.111 -3.506 -0.928
C 4.142 -2.877 -1.486
H 6.170 -3.703 -2.116
H 5.173 -6.032 -1.243
H 2.668 -5.432 -0.271
H 2.244 -3.035 -0.714
H 4.041 -1.842 -1.776
C -4.333 5.505 0.458
C -5.568 6.038 0.840
C -6.563 5.165 0.529
N -5.971 4.119 -0.088
C -4.615 4.298 -0.099
H -3.293 5.770 0.580
H -5.699 6.959 1.390
H -7.624 5.240 0.716
H -6.445 3.299 -0.439
H -3.879 3.559 -0.380
C -5.293 -8.492 -7.110
C -4.041 -8.128 -6.220
N -4.398 -7.205 -5.105
C -3.223 -6.666 -4.495
C -2.615 -5.496 -5.197
C -5.156 -7.918 -4.067
C -5.821 -6.963 -3.039
H -5.684 -7.636 -7.660
H -6.000 -8.877 -6.375
H -5.030 -9.179 -7.914
H -3.490 -9.013 -5.902
H -3.324 -7.562 -6.813
H -3.348 -6.257 -3.493
H -2.499 -7.471 -4.368
H -3.268 -4.651 -4.979
H -1.604 -5.332 -4.825
H -2.512 -5.654 -6.271
H -4.441 -8.656 -3.703
H -5.944 -8.587 -4.415
H -6.432 -7.559 -2.361
H -6.398 -6.200 -3.561
H -5.105 -6.392 -2.447
C 3.503 8.088 7.138
C 2.668 6.904 6.647
N 2.481 6.772 5.225
C 1.710 5.526 5.055
C 1.225 5.299 3.595
C 3.783 6.659 4.469
C 4.518 5.310 4.687
H 4.525 7.810 6.879
H 3.353 8.315 8.194
H 3.204 8.981 6.589
H 3.175 5.997 6.979
H 1.691 7.033 7.112
H 2.197 4.611 5.392
H 0.747 5.689 5.540
H 0.818 6.177 3.094
H 2.012 4.941 2.930
H 0.486 4.497 3.575
H 4.466 7.389 4.905
H 3.635 6.910 3.419
H 4.937 5.228 5.690
H 5.297 5.282 3.925
H 3.927 4.429 4.439
C 9.901 0.099 -2.679
C 9.892 1.693 -2.457
N 9.763 2.218 -1.083
C 11.018 2.097 -0.303
C 12.182 2.905 -0.858
C 8.532 1.702 -0.381
C 7.203 2.063 -1.073
H 10.847 -0.266 -2.280
H 9.826 -0.084 -3.751
H 9.015 -0.307 -2.191
H 10.745 2.087 -3.011
H 9.056 2.087 -3.036
H 10.795 2.475 0.694
H 11.341 1.080 -0.078
H 12.930 3.030 -0.076
H 12.613 2.317 -1.668
H 11.915 3.874 -1.281
H 8.476 2.165 0.605
H 8.597 0.616 -0.322
H 6.327 1.583 -0.637
H 7.172 1.935 -2.155
H 7.034 3.128 -0.915
C -5.579 -0.726 4.133
C -5.341 -0.204 5.542
N -4.412 0.925 5.677
C -4.791 2.206 4.985
C -6.005 2.857 5.700
C -3.059 0.577 5.251
C -2.545 -0.648 6.059
H -5.754 0.084 3.425
H -6.356 -1.465 3.937
H -4.642 -1.176 3.805
H -6.319 0.122 5.896
H -5.019 -0.967 6.251
H -4.790 2.024 3.910
H -3.946 2.877 5.141
H -6.836 2.151 5.708
H -6.279 3.721 5.096
H -5.843 3.112 6.748
H -3.072 0.319 4.192
H -2.355 1.399 5.378
H -1.461 -0.536 6.090
H -2.837 -0.691 7.108
H -2.711 -1.569 5.501
C 1.399 3.171 -4.038
C 1.203 2.095 -5.130
N -0.122 1.425 -5.179
C -1.215 2.357 -5.405
C -2.599 1.783 -5.091
C -0.117 0.373 -6.203
C 0.988 -0.723 -5.968
H 0.956 4.107 -4.380
H 2.463 3.379 -3.923
H 0.999 2.983 -3.042
H 1.599 2.495 -6.063
H 1.967 1.390 -4.802
H -1.082 3.264 -4.816
H -1.194 2.697 -6.441
H -2.831 1.756 -4.026
H -3.283 2.519 -5.514
H -2.931 0.822 -5.485
H 0.081 0.775 -7.197
H -1.124 -0.039 -6.255
H 0.684 -1.712 -6.312
H 1.234 -0.829 -4.912
H 1.855 -0.413 -6.552
```

Computed properties:
SMILES = c1cc[nH]c1.c1cc[nH]c1.c1cc[nH]c1.c1cc[nH]c1.CCN(CC)CC.CCN(CC)CC.CCN(CC)CC.CCN(CC)CC.CCN(CC)CC
E_HOMO = -0.295 Ha
LUMO level = 0.2 eV
Calculated total energy = -2302.27073 a.u.

Löwdin atomic charge list, values in e, 8 entries: -0.13 -0.13 -0.13 0.00 -0.16 0.09 0.09 0.10



[2]
DFT (ωB97M-V with the def2-TZVPD basis set) results for a 11-piece molecular cluster, C46H95NO20S10 overall at a distorted geometry.

```
172
C46H95NO20S10, DFT ωB97M-V with the def2-TZVPD basis set
O 2.962 7.270 0.930
S 3.374 8.304 1.861
O 2.759 8.354 3.164
C 5.139 8.076 2.231
C 5.855 9.330 1.672
C 4.903 10.521 1.696
C 3.577 9.999 1.142
H 5.441 7.244 1.595
H 5.201 7.814 3.287
H 6.737 9.571 2.265
H 6.055 9.169 0.613
H 5.366 11.343 1.151
H 4.704 10.816 2.726
H 3.643 9.875 0.061
H 2.687 10.562 1.424
O -8.017 -8.690 -2.567
S -6.688 -8.150 -2.401
O -5.591 -8.801 -3.044
C -6.716 -6.308 -2.686
C -6.005 -5.624 -1.491
C -6.423 -6.400 -0.189
C -6.330 -7.902 -0.574
H -7.784 -6.104 -2.619
H -6.323 -6.235 -3.701
H -4.915 -5.638 -1.515
H -6.300 -4.578 -1.415
H -7.446 -6.127 0.069
H -5.786 -6.200 0.673
H -6.751 -8.707 0.028
H -5.255 -8.056 -0.675
O 0.394 -1.555 -7.941
S -0.733 -0.596 -7.993
O -0.545 0.757 -8.503
C -2.299 -1.317 -8.815
C -3.290 -1.625 -7.647
C -3.027 -0.569 -6.551
C -1.529 -0.388 -6.323
H -2.060 -2.198 -9.411
H -2.682 -0.638 -9.577
H -4.349 -1.638 -7.906
H -3.096 -2.562 -7.124
H -3.404 -0.862 -5.571
H -3.563 0.329 -6.859
H -1.114 -1.267 -5.829
H -1.088 0.377 -5.686
O -2.824 1.612 2.389
S -1.828 0.629 2.705
O -1.331 0.442 4.054
C -2.236 -1.026 1.950
C -1.460 -1.058 0.639
C -0.027 -0.570 1.023
C -0.302 0.814 1.642
H -3.325 -1.000 1.946
H -1.951 -1.804 2.659
H -1.387 -2.042 0.176
H -1.960 -0.487 -0.143
H 0.481 -0.458 0.065
H 0.517 -1.211 1.717
H -0.520 1.563 0.881
H 0.512 1.277 2.200
O -8.828 0.140 7.008
S -8.324 -0.900 6.079
O -6.923 -1.262 5.868
C -9.286 -2.465 6.221
C -10.416 -2.441 5.138
C -9.803 -1.657 3.971
C -9.055 -0.369 4.496
H -9.601 -2.467 7.265
H -8.639 -3.331 6.085
H -10.759 -3.449 4.907
H -11.332 -1.904 5.382
H -10.556 -1.433 3.215
H -9.069 -2.281 3.461
H -9.792 0.396 4.744
H -8.298 0.085 3.857
O 2.842 3.670 -4.092
S 3.640 4.768 -4.569
O 4.817 5.421 -3.958
C 4.166 4.237 -6.238
C 3.682 5.411 -7.224
C 3.175 6.614 -6.461
C 2.513 6.081 -5.192
H 3.577 3.345 -6.453
H 5.167 3.808 -6.297
H 4.504 5.609 -7.911
H 2.929 5.016 -7.906
H 2.525 7.272 -7.037
H 4.038 7.150 -6.067
H 1.571 5.591 -5.442
H 2.348 6.795 -4.386
O 4.316 2.570 6.897
S 4.217 2.996 8.296
O 5.360 3.560 9.037
C 2.620 3.949 8.531
C 1.732 3.173 9.552
C 2.560 2.205 10.317
C 3.637 1.624 9.352
H 2.008 3.833 7.636
H 2.887 4.983 8.748
H 1.112 3.876 10.108
H 0.965 2.632 8.998
H 2.030 1.450 10.897
H 3.225 2.660 11.051
H 3.148 0.938 8.661
H 4.501 1.166 9.833
O -2.306 9.587 -1.814
S -3.243 9.062 -0.857
O -3.328 9.550 0.519
C -4.901 9.173 -1.662
C -4.939 7.961 -2.586
C -4.530 6.719 -1.765
C -3.242 7.143 -0.900
H -5.167 10.124 -2.126
H -5.589 9.024 -0.830
H -5.903 7.814 -3.073
H -4.275 8.210 -3.413
H -4.313 6.002 -2.556
H -5.289 6.358 -1.071
H -2.238 6.798 -1.150
H -3.490 6.870 0.125
O 0.242 -8.119 -2.468
S 0.858 -7.562 -3.691
O 0.522 -6.227 -4.139
C 2.694 -7.808 -3.677
C 2.891 -9.317 -3.907
C 2.045 -9.699 -5.105
C 0.711 -8.836 -5.014
H 3.237 -7.467 -2.796
H 2.986 -7.239 -4.560
H 3.922 -9.620 -4.087
H 2.614 -9.857 -3.001
H 1.922 -10.782 -5.115
H 2.607 -9.545 -6.026
H -0.227 -9.389 -4.980
H 0.676 -8.246 -5.930
O -2.673 -8.739 7.516
S -2.661 -8.063 6.192
O -3.664 -8.424 5.186
C -2.698 -6.220 6.454
C -1.268 -5.805 6.375
C -0.475 -6.626 5.333
C -0.977 -8.045 5.425
H -3.324 -5.861 7.271
H -3.278 -5.813 5.625
H -1.169 -4.770 6.049
H -0.827 -5.915 7.366
H 0.594 -6.665 5.546
H -0.553 -6.301 4.296
H -0.357 -8.576 6.147
H -0.949 -8.623 4.502
C 8.769 -0.642 0.420
C 8.810 0.358 -0.777
N 8.319 -0.293 -1.983
C 6.883 -0.591 -1.885
C 6.355 -1.352 -3.192
C 8.605 0.609 -3.119
C 10.152 0.908 -3.351
H 9.260 -0.210 1.292
H 9.424 -1.480 0.181
H 7.796 -1.071 0.654
H 8.314 1.314 -0.610
H 9.859 0.644 -0.850
H 6.718 -1.361 -1.132
H 6.344 0.311 -1.594
H 6.940 -2.219 -3.497
H 5.367 -1.762 -2.981
H 6.233 -0.697 -4.054
H 8.105 1.566 -2.967
H 8.315 0.184 -4.080
H 10.730 -0.016 -3.335
H 10.573 1.611 -2.633
H 10.281 1.232 -4.384
```

Computed properties:
SMILES = O=S1(=O)CCCC1.O=S1(=O)CCCC1.O=S1(=O)CCCC1.O=S1(=O)CCCC1.O=S1(=O)CCCC1.O=S1(=O)CCCC1.O=S1(=O)CCCC1.O=S1(=O)CCCC1.O=S1(=O)CCCC1.O=S1(=O)CCCC1.CCN(CC)CC
E_HOMO = -0.310 Ha
LUMO level = -0.2 eV
Calculated total energy = -7350.79825 a.u.

Löwdin atomic charge list, values in e, 8 entries: -0.33 0.68 -0.33 -0.21 -0.22 -0.23 -0.21 0.09



[3]
DFT (ωB97M-V with the def2-TZVPD basis set) results for C47H106BMnN5O6 as an isolated structure at a distorted geometry.

```
166
C47H106BMnN5O6, DFT ωB97M-V with the def2-TZVPD basis set
Mn -0.965 3.220 -0.618
B -1.370 1.089 0.214
H -0.894 0.065 0.199
H -2.372 1.132 0.742
H -0.657 1.817 0.669
H -1.521 1.450 -0.829
C 3.180 3.282 4.176
C 1.790 3.477 3.577
C 0.743 3.491 4.715
N -0.692 3.777 4.403
C -1.288 2.769 3.374
C -1.411 1.352 3.888
C -2.254 1.265 5.175
C -1.721 2.266 6.177
C -1.569 3.712 5.671
C -0.894 5.124 3.768
H 3.597 4.128 4.720
H 3.891 3.088 3.367
H 3.310 2.358 4.745
H 1.559 2.672 2.878
H 1.829 4.456 3.099
H 0.954 4.316 5.399
H 0.695 2.580 5.310
H -0.699 2.877 2.467
H -2.287 3.142 3.140
H -0.425 0.885 3.945
H -1.922 0.711 3.166
H -2.340 0.268 5.608
H -3.288 1.466 4.883
H -0.799 1.974 6.683
H -2.373 2.261 7.055
H -0.968 4.264 6.395
H -2.506 4.244 5.525
H -1.963 5.254 3.610
H -0.422 5.130 2.786
H -0.537 5.878 4.468
C -5.669 1.600 -1.867
C -5.188 0.893 -0.574
C -6.403 0.529 0.345
N -6.114 -0.088 1.725
C -7.424 -0.353 2.449
C -7.267 -1.130 3.756
C -6.406 -2.380 3.607
C -5.097 -2.066 2.906
C -5.264 -1.317 1.598
C -5.395 1.071 2.437
H -6.398 1.037 -2.443
H -4.773 1.860 -2.432
H -6.065 2.579 -1.591
H -4.303 1.317 -0.107
H -4.894 -0.131 -0.832
H -7.013 -0.262 -0.099
H -7.125 1.345 0.405
H -7.957 -0.967 1.718
H -8.123 0.463 2.632
H -8.279 -1.503 3.923
H -6.901 -0.585 4.626
H -6.926 -3.070 2.935
H -6.268 -2.943 4.528
H -4.663 -3.050 2.715
H -4.357 -1.471 3.448
H -5.735 -1.861 0.781
H -4.301 -0.862 1.359
H -4.406 1.190 1.997
H -5.306 0.852 3.501
H -5.927 2.019 2.402
C 1.060 0.660 -3.135
C 1.293 -0.525 -4.103
C 2.678 -0.508 -4.740
N 2.876 -1.625 -5.777
C 4.222 -1.416 -6.448
C 4.261 -0.172 -7.369
C 3.078 -0.073 -8.343
C 1.712 -0.495 -7.766
C 1.767 -1.692 -6.815
C 2.864 -3.010 -5.064
H 0.890 1.612 -3.644
H 1.867 0.861 -2.430
H 0.114 0.615 -2.592
H 0.533 -0.479 -4.884
H 1.030 -1.455 -3.593
H 3.485 -0.660 -4.021
H 2.958 0.426 -5.225
H 4.956 -1.369 -5.646
H 4.402 -2.293 -7.071
H 4.257 0.740 -6.764
H 5.218 -0.061 -7.878
H 3.051 0.910 -8.810
H 3.323 -0.739 -9.176
H 1.371 0.355 -7.164
H 1.044 -0.487 -8.626
H 0.815 -1.931 -6.348
H 1.983 -2.578 -7.417
H 1.992 -3.600 -5.328
H 2.876 -2.763 -4.006
H 3.798 -3.465 -5.380
C 2.160 -0.634 0.299
C 3.415 0.228 0.218
C 4.365 -0.004 1.364
N 5.719 0.718 1.128
C 6.562 0.043 0.047
C 7.077 -1.323 0.486
C 7.887 -1.209 1.744
C 6.988 -0.618 2.872
C 6.463 0.695 2.456
C 5.512 2.158 0.692
H 1.348 -0.185 0.871
H 2.359 -1.673 0.566
H 1.701 -0.582 -0.691
H 3.019 1.244 0.285
H 3.961 0.212 -0.725
H 4.611 -1.056 1.473
H 3.942 0.508 2.228
H 5.991 0.075 -0.877
H 7.474 0.624 -0.102
H 6.207 -1.983 0.527
H 7.643 -1.697 -0.370
H 8.188 -2.207 2.059
H 8.744 -0.538 1.679
H 6.145 -1.272 3.107
H 7.515 -0.476 3.815
H 5.791 1.106 3.216
H 7.177 1.523 2.457
H 5.138 2.139 -0.327
H 6.463 2.645 0.887
H 4.758 2.592 1.350
C 1.266 -6.066 0.612
C -0.068 -5.364 0.669
C -0.086 -4.317 -0.431
N -1.358 -3.434 -0.383
C -2.579 -4.309 -0.757
C -3.758 -3.503 -1.153
C -3.453 -2.628 -2.368
C -2.373 -1.644 -1.919
C -1.123 -2.330 -1.420
C -1.538 -2.720 0.958
H 1.348 -6.864 1.348
H 2.130 -5.412 0.728
H 1.391 -6.549 -0.360
H -0.135 -4.864 1.638
H -0.948 -5.991 0.545
H -0.084 -4.719 -1.446
H 0.746 -3.614 -0.514
H -2.245 -5.087 -1.443
H -2.777 -4.914 0.131
H -4.532 -4.226 -1.435
H -4.342 -3.016 -0.371
H -2.981 -3.263 -3.121
H -4.271 -2.031 -2.764
H -2.125 -0.967 -2.738
H -2.820 -1.002 -1.155
H -0.737 -2.825 -2.315
H -0.398 -1.592 -1.082
H -0.542 -2.479 1.322
H -1.983 -3.454 1.629
H -2.188 -1.862 0.818
O -1.263 4.155 -4.765
C -1.974 3.908 -3.652
O -3.133 4.338 -3.553
O -1.432 3.305 -2.677
H -1.846 4.823 -5.161
O 2.624 4.736 -0.077
C 1.423 4.176 -0.037
O 0.409 4.556 0.588
O 1.193 3.188 -0.779
H 3.008 4.072 -0.677
```

Computed properties:
E_HOMO (spin up / spin down) = -0.558 / -0.558 Ha
LUMO level (spin up / spin down) = -7.7 / -7.7 eV
Calculated total energy = -3754.19112 a.u.
Expectation value of S² = 8.754
Multiplicity = 6
Total charge = +4

Löwdin atomic charge list, values in e, 8 entries: 1.03 -0.42 -0.02 -0.03 -0.06 -0.04 -0.09 -0.19



Question: Which of these has the highest calculated total energy?
Answer: C46H95N9